Here is an isolated molecule of C2H5ClNP in a non-equilibrium geometry from OMol25. Energies are from ωB97M-V/def2-TZVPD.

Summary:
- Relative energy (zero: lowest compared OMol25 entry of this formula, charge and spin): 46.6 kJ/mol
- Frontier orbital gap: 8.8 eV
- SMILES: CC/N=P/Cl
- LUMO level: -0.0232 Ha
- Max |F|: 4.898 eV Å⁻¹
- Energy: -935.4672 Ha
- Total charge: 0

```
10
Properties=species:S:1:pos:R:3:mulliken_charge:R:1
C 1.185 0.465 0.483 -0.851
C 0.312 -0.380 -0.517 -0.314
N -1.009 0.030 -0.327 -0.229
P -2.268 -0.890 0.266 0.229
Cl -3.674 0.514 0.110 -0.178
H 1.511 1.495 0.056 0.249
H 0.596 0.611 1.304 0.314
H 2.014 -0.265 0.792 0.252
H 0.654 -1.454 -0.546 0.337
H 0.680 -0.126 -1.620 0.191
```

---

Here is an isolated molecule of C15H15BrNO3P in a non-equilibrium geometry from OMol25. Energies are from ωB97M-V/def2-TZVPD.

Summary:
- Frontier orbital gap: 7.3 eV
- SMILES: CCOC1=C(c2ccncc2)C(=O)C(Br)=C(P(C)C)C1=O
- LUMO level: -0.0439 Ha
- Max |F|: 2.190 eV Å⁻¹
- Energy: -3776.3661 Ha
- Total charge: 0

```
36
Properties=species:S:1:pos:R:3:mulliken_charge:R:1
C 2.631 0.814 0.065 -0.782
C 1.731 2.016 -0.295 -0.412
O 0.515 1.654 -0.953 -0.487
C -0.346 0.942 -0.199 0.452
C -1.319 0.246 -0.792 0.628
C -1.514 0.201 -2.247 0.283
C -0.610 -0.385 -3.087 -0.233
C -0.779 -0.456 -4.441 -0.352
N -1.844 0.063 -5.036 -0.638
C -2.717 0.617 -4.220 -0.312
C -2.626 0.740 -2.862 -0.384
C -2.274 -0.526 0.076 0.148
O -3.437 -0.708 -0.207 -0.554
C -1.639 -1.096 1.331 -0.041
Br -2.345 -2.760 1.910 -0.072
C -0.669 -0.422 1.935 0.297
P 0.153 -1.049 3.452 0.172
C 1.051 -2.573 2.845 -0.985
C 1.547 0.082 3.897 -0.929
C -0.331 0.916 1.310 -0.122
O -0.115 1.873 2.021 -0.566
H 3.567 0.886 -0.488 0.374
H 2.921 0.877 1.114 0.127
H 2.195 -0.155 -0.179 0.293
H 1.587 2.635 0.588 0.322
H 2.275 2.633 -1.006 0.444
H 0.295 -0.803 -2.659 0.313
H -0.020 -0.953 -5.032 0.364
H -3.613 1.023 -4.684 0.353
H -3.390 1.223 -2.274 0.423
H 2.029 -2.244 2.491 0.310
H 0.480 -2.952 2.001 0.369
H 1.134 -3.312 3.634 0.317
H 1.248 1.127 3.834 0.323
H 1.833 -0.109 4.928 0.381
H 2.397 -0.065 3.227 0.176
```

---

Here is C2H5Br2NO4S2 as an isolated structure in a non-equilibrium geometry from OMol25. Energies are from ωB97M-V/def2-TZVPD.

Summary:
- Relative energy (zero: lowest compared OMol25 entry of this formula, charge and spin): 229.3 kJ/mol
- Frontier orbital gap: 9.4 eV
- LUMO level: 0.0104 Ha
- Max |F|: 4.951 eV Å⁻¹
- Energy: -6379.1517 Ha
- Total charge: 0

```
16
Properties=species:S:1:pos:R:3:mulliken_charge:R:1
C -1.552 0.155 -1.129 -1.163
C 0.591 -0.016 1.136 -0.325
N 3.100 0.620 -0.279 -0.295
O 0.945 -0.344 -1.435 -0.307
O 0.432 1.847 -0.828 -0.556
O 2.156 -1.823 0.075 -0.465
O 3.362 -1.090 -1.870 -0.660
S 0.056 0.553 -0.431 1.056
S 2.450 -0.778 -0.817 1.180
Br -0.264 -1.756 1.278 -0.060
Br -0.491 1.209 2.075 -0.136
H -1.313 -0.462 -1.855 0.453
H -2.144 -0.418 -0.392 0.377
H -1.963 1.064 -1.494 0.388
H 2.813 1.008 0.604 0.296
H 3.908 0.980 -0.718 0.219
```

---

Here is C25H72B2CsLiN4O as an isolated structure in a non-equilibrium geometry from OMol25. Energies are from ωB97M-V/def2-TZVPD.

Summary:
- Relative energy (zero: lowest compared OMol25 entry of this formula, charge and spin): 356.5 kJ/mol
- Frontier orbital gap: 7.5 eV
- LUMO level: -0.0200 Ha
- Max |F|: 4.433 eV Å⁻¹
- Energy: -1367.1443 Ha
- Total charge: 0

```
106
Properties=species:S:1:pos:R:3:mulliken_charge:R:1
Cs -0.419 2.772 2.483 1.161
Li 0.726 -1.713 2.262 0.412
B 0.884 0.036 1.171 2.894
H -0.057 0.060 1.700 -0.419
H 1.679 -0.114 1.885 0.495
H 0.882 -0.740 0.421 -1.019
H 1.026 1.004 0.716 -1.507
B -0.648 -1.829 3.877 0.669
H -0.781 -0.758 3.871 -0.433
H 0.412 -1.979 4.008 -0.477
H -1.178 -2.271 4.707 -0.255
H -0.968 -2.224 2.926 -0.758
C 2.984 3.918 0.633 -0.855
C 2.292 5.226 1.064 -0.954
N 0.886 5.327 0.614 0.351
C 0.783 5.189 -0.846 0.161
C -0.663 5.188 -1.339 -1.420
C 0.119 6.431 1.227 -0.758
C 0.662 7.791 0.694 -1.160
H 3.908 3.822 1.203 0.480
H 3.272 3.936 -0.418 0.341
H 2.385 3.020 0.786 0.077
H 2.299 5.275 2.152 0.471
H 2.845 6.140 0.848 0.306
H 1.320 5.970 -1.384 0.290
H 1.268 4.258 -1.140 -0.131
H -1.143 6.136 -1.095 0.409
H -0.668 5.014 -2.415 0.409
H -1.214 4.394 -0.836 0.238
H 0.227 6.416 2.311 0.437
H -0.954 6.368 1.049 0.413
H 1.642 8.012 1.117 0.333
H -0.008 8.515 1.157 0.443
H 0.620 7.965 -0.382 0.270
C 3.400 -2.681 3.576 -1.163
C 2.402 -3.733 3.053 -0.732
N 1.708 -3.446 1.743 1.125
C 0.688 -4.533 1.479 -0.774
C -0.325 -4.028 0.508 -0.962
C 2.585 -3.140 0.621 -0.332
C 3.571 -4.273 0.219 -1.663
H 2.785 -1.851 3.924 0.229
H 4.176 -2.305 2.910 0.231
H 3.926 -3.010 4.473 0.415
H 2.949 -4.674 2.985 0.557
H 1.713 -3.951 3.869 0.379
H 1.134 -5.426 1.041 0.397
H 0.251 -4.909 2.404 0.435
H -1.225 -4.644 0.500 0.424
H -0.690 -3.014 0.672 0.006
H 0.056 -4.063 -0.513 0.376
H 3.134 -2.239 0.896 0.010
H 1.914 -2.824 -0.178 0.280
H 3.084 -5.217 -0.024 0.315
H 4.266 -4.511 1.024 0.319
H 4.143 -3.963 -0.655 0.450
C 1.013 1.815 -2.241 -0.861
C 0.791 0.331 -2.452 0.907
N 0.866 0.006 -3.918 -0.049
C 1.128 -1.445 -4.016 -0.159
C 2.620 -1.691 -3.763 -1.010
C -0.406 0.457 -4.581 -0.025
C -0.441 0.084 -6.005 -1.548
H 2.022 1.984 -2.617 0.287
H 1.118 2.160 -1.212 -0.074
H 0.284 2.367 -2.834 0.144
H 1.562 -0.174 -1.870 -0.694
H -0.138 -0.022 -2.005 -0.087
H 0.535 -1.921 -3.236 0.171
H 0.897 -1.849 -5.001 0.384
H 2.795 -2.766 -3.789 0.427
H 3.309 -1.220 -4.464 0.338
H 3.016 -1.411 -2.787 -0.015
H -0.482 1.543 -4.537 0.280
H -1.263 0.037 -4.054 0.200
H -1.277 0.519 -6.552 0.438
H -0.673 -0.979 -6.079 0.373
H 0.493 0.297 -6.526 0.340
C -2.990 -0.542 -0.127 -0.919
C -4.525 -0.616 -0.179 -0.897
N -5.070 -1.585 0.744 0.234
C -4.710 -2.932 0.291 -0.483
C -4.567 -3.864 1.468 -1.044
C -6.536 -1.490 0.980 -0.518
C -6.918 -0.138 1.620 -1.259
H -2.656 0.379 -0.605 0.457
H -2.504 -1.329 -0.704 0.252
H -2.634 -0.580 0.903 0.204
H -5.029 0.346 -0.079 0.421
H -4.839 -0.914 -1.180 0.281
H -5.547 -3.323 -0.288 0.299
H -3.804 -2.977 -0.313 0.417
H -4.532 -4.910 1.165 0.366
H -3.617 -3.717 1.981 0.077
H -5.456 -3.716 2.081 0.318
H -6.869 -2.245 1.692 0.316
H -7.072 -1.671 0.048 0.396
H -7.966 -0.064 1.910 0.431
H -6.796 0.648 0.875 0.333
H -6.339 0.034 2.528 0.269
C 4.026 0.530 -0.279 0.264
O 3.862 0.440 1.145 -0.684
H 3.548 1.450 -0.617 -0.313
H 5.075 0.653 -0.546 0.469
H 3.679 -0.320 -0.866 -0.405
H 2.949 0.214 1.337 -0.287
```

---

Here is a 2-piece molecular cluster, C16H24BF2N3O6P overall in a non-equilibrium geometry from OMol25. Energies are from ωB97M-V/def2-TZVPD.

Summary:
- Frontier orbital gap: 8.3 eV
- LUMO level: 0.0770 Ha
- Max |F|: 6.775 eV Å⁻¹
- Energy: -1805.8464 Ha
- Total charge: -1

```
53
Properties=species:S:1:pos:R:3:mulliken_charge:R:1
C -3.174 -3.611 4.482 -0.822
C -2.011 -3.584 3.352 -0.153
O -0.761 -3.004 3.815 -0.334
C -0.846 -1.585 3.932 0.439
O -1.868 -0.942 3.511 -0.508
C 0.309 -0.720 4.617 -0.614
C 1.566 -0.374 3.682 -0.997
C 1.268 -0.276 2.107 -0.723
C 0.674 1.134 1.602 0.279
C -0.196 1.930 2.676 -0.150
N -0.947 2.409 3.493 -0.652
C -0.132 1.034 0.170 0.862
C -1.457 0.156 0.509 -0.063
N -2.410 -0.579 0.328 -0.650
C -0.530 2.546 -0.219 -1.201
C -0.946 2.779 -1.757 0.631
C -2.132 1.841 -2.293 -1.192
C -1.516 4.313 -1.842 -1.287
P 1.061 0.164 -1.044 0.221
N 0.492 0.015 -2.530 -0.576
H -3.258 -4.615 5.022 0.278
H -2.916 -2.827 5.293 0.242
H -4.155 -3.248 4.001 0.254
H -2.407 -3.134 2.368 0.238
H -1.777 -4.694 3.107 0.310
H 0.680 -1.184 5.614 0.396
H -0.173 0.290 4.924 0.294
H 2.142 0.570 4.040 0.272
H 2.329 -1.243 3.815 0.413
H 2.299 -0.389 1.580 0.388
H 0.641 -1.161 1.688 0.408
H 1.593 1.806 1.367 0.699
H 0.428 3.185 -0.044 0.338
H -1.349 3.010 0.434 0.454
H -0.006 2.735 -2.433 0.268
H -2.275 1.975 -3.440 0.337
H -1.980 0.721 -2.125 0.304
H -3.138 2.129 -1.817 0.277
H -2.452 4.324 -1.149 0.313
H -1.928 4.555 -2.897 0.339
H -0.771 5.089 -1.452 0.323
H 1.290 -1.159 -0.514 0.103
H 2.339 0.859 -0.979 0.114
H 1.180 0.508 -3.154 0.208
B 3.149 -1.907 -6.762 0.507
O 2.394 -0.656 -6.570 -0.399
C 2.513 -0.315 -5.291 0.691
O 2.010 0.671 -4.797 -0.736
C 3.334 -1.304 -4.592 0.610
O 3.631 -1.283 -3.417 -0.608
O 3.716 -2.249 -5.446 -0.407
F 4.202 -1.707 -7.718 -0.371
F 2.270 -2.951 -7.208 -0.369
```

---

Here is an isolated molecule of C15H19NO4 from OMol25. Energies are from ωB97M-V/def2-TZVPD.

Summary:
- Relative energy (zero: lowest compared OMol25 entry of this formula, charge and spin): 288.0 kJ/mol
- Frontier orbital gap: 8.4 eV
- SMILES: COc1ccc(/C=C/C(=O)N2CCOCC2)cc1OC
- LUMO level: 0.0172 Ha
- Max |F|: 0.708 eV Å⁻¹
- Energy: -938.6511 Ha
- Total charge: 0

```
39
Properties=species:S:1:pos:R:3:mulliken_charge:R:1
C 5.820 1.594 -0.985 -0.940
O 5.195 0.423 -0.522 -0.414
C 3.858 0.452 -0.288 0.980
C 3.033 1.549 -0.474 -0.587
C 1.677 1.475 -0.205 -1.239
C 1.107 0.296 0.258 0.549
C -0.308 0.153 0.551 -0.200
C -1.238 1.112 0.503 -0.730
C -2.639 0.915 0.944 0.658
O -3.132 1.638 1.794 -0.656
N -3.324 -0.132 0.410 0.027
C -2.994 -0.829 -0.811 -0.494
C -4.046 -0.499 -1.883 -0.711
O -5.347 -0.803 -1.444 -0.371
C -5.666 -0.080 -0.274 -0.538
C -4.680 -0.395 0.852 -0.755
C 1.940 -0.817 0.444 -0.404
C 3.293 -0.757 0.184 0.752
O 4.170 -1.787 0.340 -0.411
C 3.681 -3.013 0.823 -0.914
H 6.873 1.340 -1.095 0.231
H 5.421 1.908 -1.955 0.369
H 5.720 2.415 -0.268 0.371
H 3.441 2.481 -0.833 0.374
H 1.067 2.350 -0.361 0.293
H -0.612 -0.844 0.849 0.313
H -0.983 2.141 0.294 0.328
H -2.007 -0.533 -1.163 0.436
H -3.007 -1.909 -0.618 0.210
H -3.877 -1.096 -2.781 0.347
H -3.975 0.570 -2.137 0.348
H -6.679 -0.376 0.001 0.351
H -5.646 1.000 -0.485 0.315
H -4.878 0.230 1.724 0.466
H -4.760 -1.453 1.124 0.291
H 1.497 -1.733 0.804 0.400
H 2.940 -3.448 0.144 0.361
H 3.243 -2.908 1.821 0.365
H 4.547 -3.672 0.879 0.229
```

---

Here is a 2-piece molecular cluster, C3H8O4 overall in a non-equilibrium geometry from OMol25. Energies are from ωB97M-V/def2-TZVPD.

Summary:
- Relative energy (zero: lowest compared OMol25 entry of this formula, charge and spin): 48.1 kJ/mol
- Frontier orbital gap: 11.1 eV
- SMILES: O=C(O)CCO.O
- LUMO level: 0.0234 Ha
- Max |F|: 1.690 eV Å⁻¹
- Energy: -420.0731 Ha
- Total charge: 0

```
15
Properties=species:S:1:pos:R:3:mulliken_charge:R:1
O 0.634 0.749 1.260 -0.513
C 0.361 1.174 0.185 0.495
O -0.338 2.343 0.029 -0.465
C 0.711 0.649 -1.183 -0.343
C 0.908 -0.854 -1.190 -0.427
O -0.373 -1.499 -1.344 -0.535
H -0.804 2.576 0.833 0.334
H -0.147 0.900 -1.796 0.275
H 1.590 1.157 -1.578 0.332
H 1.494 -1.176 -2.049 0.320
H 1.400 -1.261 -0.308 0.241
H -0.805 -1.477 -0.471 0.298
O -1.469 -1.836 1.797 -0.598
H -1.671 -1.987 2.713 0.282
H -0.730 -2.421 1.702 0.304
```

---

Here is a 2-piece molecular cluster, C4H14NOS overall in a non-equilibrium geometry from OMol25. Energies are from ωB97M-V/def2-TZVPD.

Summary:
- Relative energy (zero: lowest compared OMol25 entry of this formula, charge and spin): 54.2 kJ/mol
- Frontier orbital gap: 10.1 eV
- LUMO level: -0.1116 Ha
- Max |F|: 2.266 eV Å⁻¹
- Energy: -688.7421 Ha
- Total charge: +1

```
21
Properties=species:S:1:pos:R:3:mulliken_charge:R:1
C -1.589 0.564 -0.914 -1.429
C -0.553 0.594 0.219 0.244
C 0.815 0.950 -0.417 -0.741
C 1.815 1.504 0.608 -0.893
S 2.352 0.308 1.901 -0.241
N -0.518 -0.753 0.910 -0.179
H -1.621 1.522 -1.437 0.400
H -1.198 -0.159 -1.626 0.364
H -2.615 0.377 -0.606 0.375
H -0.766 1.285 1.026 0.365
H 0.859 1.710 -1.188 0.410
H 1.262 0.062 -0.892 0.348
H 2.754 1.732 0.101 0.434
H 1.514 2.496 0.953 0.411
H 3.423 -0.035 1.214 0.186
H -0.765 -1.650 0.418 0.311
H 0.477 -0.958 1.124 0.268
H -0.919 -0.720 1.844 0.390
H -2.319 -2.802 -1.193 0.327
H -1.012 -3.459 -0.952 0.321
O -1.395 -2.568 -1.092 -0.669
```

---

Which of these has the lowest total charge?
C16H24BF2N3O6P

---

Among the records above, which one has the highest frontier orbital gap?
C3H8O4

---

Among the records above, which one has the lowest max |F|?
C15H19NO4

---

Among the records above, which one has the lowest energy?
C2H5Br2NO4S2